# 1
12
Properties=species:S:1:pos:R:3:forces:R:3:lowdin_charge:R:1 method="wB97M-V/def2-TZVPD" smiles="NN1C(=O)C=CC1=O" multiplicity=1 molar_mass_da=112.09 energy_ha=-414.77150 orbital_gap_ev=9.17
N -0.010318 2.102499 0.142537 -0.018 -1.620 0.683 0.145
N 0.143429 0.674849 0.025647 0.833 1.533 0.319 -0.047
C 1.306811 -0.082564 0.118268 -0.183 -1.020 -1.356 -0.391
O 2.438211 0.287441 0.047696 0.152 0.199 0.466 0.136
C 0.768514 -1.533815 0.061223 -1.127 -1.710 -0.860 0.073
C -0.592743 -1.467860 0.058934 1.874 -2.614 0.882 0.012
C -0.968510 -0.096841 -0.012181 -2.680 1.754 0.285 -0.473
O -2.091207 0.389613 -0.084695 0.634 -0.535 0.049 0.090
H -1.007697 2.135189 0.374510 0.141 0.397 0.164 0.084
H 0.023182 2.436859 -0.793761 0.226 0.515 -0.951 0.082
H 1.288890 -2.544180 -0.194371 -0.386 2.336 1.109 0.152
H -1.298567 -2.301186 0.256192 0.534 0.765 -0.791 0.137

# 2
12
Properties=species:S:1:pos:R:3:forces:R:3:lowdin_charge:R:1 method="wB97M-V/def2-TZVPD" multiplicity=1 molar_mass_da=112.09 energy_ha=-414.52645 orbital_gap_ev=8.62
C 1.150938 0.366326 -0.896058 4.783 -0.295 4.086 -0.616
C -0.694431 -0.488293 0.259930 -1.824 1.892 3.801 -0.507
C -1.290568 0.014435 1.605126 0.076 -1.340 -2.045 -0.039
C -1.894327 0.478795 2.533270 0.059 3.630 4.682 0.045
H -0.641221 0.221984 -2.424826 5.622 -0.589 1.314 0.310
H 1.219822 -0.693766 -3.044939 -1.226 3.494 4.464 0.244
H 3.150417 -0.014617 -0.678259 -2.530 2.355 1.216 0.096
H -2.018904 1.297376 3.621939 0.133 -3.405 -4.269 0.177
N 0.807302 0.111186 -2.151994 -4.345 -2.543 -6.231 0.052
N 2.290801 0.534061 -0.139941 -0.493 -3.320 -5.010 0.085
O 0.117863 0.538378 -0.008810 -0.803 0.570 -1.174 0.008
O -0.996177 -1.482787 -0.296688 0.548 -0.449 -0.835 0.145

# 3
12
Properties=species:S:1:pos:R:3:forces:R:3:lowdin_charge:R:1 method="wB97M-V/def2-TZVPD" multiplicity=1 molar_mass_da=112.09 energy_ha=-414.67942 orbital_gap_ev=9.62
C 0.943575 -0.093297 -0.956526 -2.082 -2.731 1.156 -0.058
C 0.411282 -1.320592 -0.833936 -1.298 1.469 0.789 -0.090
C 0.548988 0.989342 -0.170816 -3.175 -0.319 2.309 -0.246
C -0.894235 0.424270 0.961165 2.769 1.472 -2.510 -0.331
N 1.072818 2.115540 -0.236565 0.256 0.362 0.338 0.152
N -1.418180 -0.797814 0.662298 1.558 -0.109 -2.047 0.123
O -1.363647 1.180736 1.742596 -0.366 0.357 0.918 0.086
O -0.702887 -1.721818 -0.191952 -0.864 0.933 1.463 -0.027
H 1.767755 -0.005227 -1.518289 2.938 0.354 -2.115 0.075
H 0.681439 -2.236961 -1.231037 1.459 -1.184 -1.492 0.114
H 0.798357 2.828580 0.428344 -0.489 -0.104 0.152 0.065
H -1.845265 -1.362759 1.344719 -0.707 -0.501 1.040 0.139

# 4
12
Properties=species:S:1:pos:R:3:forces:R:3:lowdin_charge:R:1 method="wB97M-V/def2-TZVPD" multiplicity=1 molar_mass_da=112.09 energy_ha=-414.66723 orbital_gap_ev=10.57
C -1.370958 0.259205 -1.246246 -2.309 -0.236 -2.613 -0.336
C -0.614876 -0.000282 0.561437 -0.132 -0.871 1.745 -0.242
C 0.521678 -0.630923 1.364792 -0.920 0.397 1.019 -0.071
C 0.108291 0.165462 -0.721570 0.207 1.719 1.094 -0.106
H -1.000827 0.896587 1.054313 0.976 0.343 0.152 0.164
H 0.586432 -1.136326 2.350304 -0.435 0.236 -0.918 0.123
H 2.235454 0.481911 -0.742519 0.431 0.170 -0.704 0.107
H 0.414748 -0.775665 -1.060266 -0.177 -1.950 -0.611 0.138
N 1.583328 -0.051136 0.966395 1.008 -0.437 -0.057 0.008
N 1.433760 0.705392 -0.193589 -1.887 0.625 -0.144 0.013
O -2.041829 0.498351 -2.227794 2.010 -0.130 2.247 0.138
O -1.855200 -0.412575 -0.105259 1.226 0.131 -1.210 0.065

# 5
12
Properties=species:S:1:pos:R:3:forces:R:3:lowdin_charge:R:1 method="wB97M-V/def2-TZVPD" smiles="O=C1CCN=NC1=O" multiplicity=1 molar_mass_da=112.09 energy_ha=-414.71350 orbital_gap_ev=8.50
O -0.870825 -2.084240 -0.600872 -0.475 1.093 0.591 0.127
C -0.762070 -0.992577 -0.090149 0.957 -0.339 -1.182 -0.337
C 0.302660 -0.562367 0.883756 -1.143 -0.153 1.450 -0.107
C 1.197035 0.385661 0.026852 1.432 0.169 2.097 -0.212
N 0.607653 1.529933 -0.615068 -1.398 0.310 -1.190 -0.009
N -0.551396 1.514326 -1.053912 0.484 -0.804 1.099 0.107
C -1.431767 0.317964 -0.681438 -0.910 0.481 -0.612 -0.296
O -2.596899 0.507953 -0.884467 0.789 -0.739 0.388 0.141
H 0.830464 -1.440013 1.466282 -0.877 1.843 -1.448 0.162
H -0.299437 0.082019 1.622967 1.214 -0.739 -0.626 0.145
H 1.926056 0.909503 0.749127 -0.443 -1.399 -1.353 0.139
H 1.648526 -0.168161 -0.823078 0.369 0.277 0.785 0.140

# 6
13
Properties=species:S:1:pos:R:3:forces:R:3:lowdin_charge:R:1 method="wB97M-V/def2-TZVPD" smiles="[H]/N=C1/OC(=O)C(=C)N1O" multiplicity=1 molar_mass_da=128.09 energy_ha=-489.98033 orbital_gap_ev=9.79
H -2.809507 -0.665935 -0.296848 0.695 -0.271 0.103 0.066
N -2.019131 -1.326865 -0.313336 0.814 0.580 0.748 0.194
C -0.937610 -0.804677 0.104832 -3.567 -0.321 -1.023 -0.456
O 0.198285 -1.500053 0.098252 2.330 -0.266 0.178 0.151
C 1.273798 -0.601110 0.018614 0.723 0.506 -0.017 -0.330
O 2.446163 -0.859998 -0.056440 -2.106 -0.201 0.126 0.168
C 0.620129 0.755985 0.039691 0.113 -0.417 0.822 -0.222
C 1.236252 1.878907 -0.193735 0.561 3.296 -0.037 0.119
N -0.707759 0.545610 0.488028 -0.159 -0.305 -1.028 -0.015
O -1.689327 1.356315 -0.138970 0.843 -0.550 -0.444 0.031
H 2.308533 1.924490 -0.350947 -0.120 -0.532 -0.293 0.081
H 0.803188 2.940712 -0.160544 0.138 -2.028 0.033 0.109
H -2.010374 1.924779 0.546347 -0.264 0.509 0.832 0.104

# 7
12
Properties=species:S:1:pos:R:3:forces:R:3:lowdin_charge:R:1 method="wB97M-V/def2-TZVPD" smiles="C=Cc1onnc1S" multiplicity=1 molar_mass_da=128.16 energy_ha=-737.67635 orbital_gap_ev=9.03
C 2.033613 -0.577810 -0.028732 -1.156 0.072 -0.028 0.047
C 0.846221 -1.188499 0.018621 0.301 -0.258 -0.072 -0.085
C -0.432656 -0.504952 -0.012101 -0.289 0.145 0.123 -0.297
O -1.547665 -1.259977 -0.012708 0.128 -0.401 -0.065 0.013
N -2.640882 -0.426550 -0.020753 -0.015 0.070 0.042 0.039
N -2.233262 0.762315 -0.018225 -0.139 0.034 -0.018 0.019
C -0.867855 0.786243 -0.008983 0.591 0.282 -0.051 -0.636
S 0.058893 2.280481 -0.012471 -0.673 0.126 0.078 0.803
H 2.114233 0.492280 -0.108849 0.088 0.202 0.019 0.026
H 2.929636 -1.142896 -0.001622 0.669 -0.393 0.023 0.053
H 0.789268 -2.282597 0.070900 -0.014 0.467 0.018 0.120
H -1.049542 3.061964 0.134927 0.508 -0.345 -0.070 -0.102

# 8
11
Properties=species:S:1:pos:R:3:forces:R:3:lowdin_charge:R:1 method="wB97M-V/def2-TZVPD" multiplicity=1 molar_mass_da=112.16 energy_ha=-662.40529 orbital_gap_ev=8.52
C 2.144473 1.616078 -0.010425 -0.641 -1.921 -0.099 0.132
C 1.772234 0.454216 -0.006788 0.064 1.056 0.033 -0.105
C 1.248313 -0.912405 -0.016181 0.409 0.593 -0.058 -0.175
N 0.010366 -1.236884 -0.026452 -0.333 0.947 0.050 0.045
N -0.905487 -0.209227 -0.016272 -0.129 0.097 0.235 -0.107
C -2.241148 -0.480079 -0.014141 0.495 -0.703 0.452 -0.733
S -3.394049 0.668349 -0.021203 0.119 -0.214 -0.032 0.595
H 2.469315 2.630830 -0.064391 0.011 -0.102 0.077 0.034
H 1.961861 -1.733933 -0.045985 -0.165 0.187 0.052 0.107
H -0.643742 0.778599 0.143148 0.172 -0.749 -0.357 0.127
H -2.422131 -1.575546 0.078687 -0.003 0.810 -0.352 0.080

# 9
11
Properties=species:S:1:pos:R:3:forces:R:3:lowdin_charge:R:1 method="wB97M-V/def2-TZVPD" smiles="N#C[C@@H]1CN1C=S" multiplicity=1 molar_mass_da=112.16 energy_ha=-662.42566 orbital_gap_ev=8.96
N -1.742560 -2.006117 -0.351199 -0.068 0.273 0.281 0.171
C -1.452895 -0.950691 0.004882 -0.304 -0.902 -0.356 -0.199
C -0.961454 0.356359 0.332771 -0.428 0.226 -1.291 -0.211
C -0.006563 0.904086 -0.771581 -0.794 2.571 -1.408 -0.096
N 0.460185 0.434152 0.458336 1.266 -0.263 0.742 -0.152
C 1.419010 -0.515357 0.758597 0.186 0.974 -2.781 -0.638
S 2.668152 -0.831567 -0.270782 -0.809 0.163 1.079 0.636
H -1.701500 1.033601 0.801815 1.004 -0.370 0.127 0.151
H -0.046938 2.048670 -0.780749 0.149 -1.641 -0.160 0.132
H 0.148460 0.514238 -1.850756 -0.173 -0.203 2.371 0.153
H 1.216099 -0.987371 1.668669 -0.029 -0.828 1.397 0.052

# 10
12
Properties=species:S:1:pos:R:3:forces:R:3:lowdin_charge:R:1 method="wB97M-V/def2-TZVPD" multiplicity=1 molar_mass_da=144.22 energy_ha=-1060.50615 orbital_gap_ev=8.93
H -2.726386 0.106083 1.049656 -1.442 1.078 0.720 0.032
N -1.906378 0.188915 1.642471 -0.474 -1.586 -1.241 0.068
C -1.124150 -0.400071 0.813926 -0.218 2.312 1.011 -0.874
N -1.322571 -0.433216 -0.589452 1.685 -1.110 1.596 -0.324
S -0.307876 -1.645440 -1.282035 0.973 1.098 0.006 0.864
C 1.034451 -0.787314 -0.345397 0.833 1.531 0.225 -0.841
C 1.335754 0.699151 -0.614114 5.401 8.028 1.353 -0.189
C 1.988202 1.904414 -0.387983 -2.442 -7.327 -2.165 0.076
S 0.455828 -0.753439 1.390090 0.453 -0.880 -0.561 0.955
H -2.265319 -0.370214 -0.848191 -1.415 -0.117 -0.732 0.072
H 1.997363 -1.299021 -0.335110 -0.252 -0.265 -0.461 0.069
H 2.841082 2.790153 -0.493861 -3.100 -2.762 0.248 0.093

# 11
12
Properties=species:S:1:pos:R:3:forces:R:3:lowdin_charge:R:1 method="wB97M-V/def2-TZVPD" smiles="S=C1C=NN=C1CS" multiplicity=1 molar_mass_da=144.22 energy_ha=-1060.61102 orbital_gap_ev=7.35
S 1.003156 2.317849 -0.012620 -0.312 0.154 -0.025 0.851
C 0.989253 0.733180 -0.195664 1.390 -0.342 -0.455 -0.722
C 2.131434 -0.121291 -0.674286 -1.509 0.471 0.218 -0.190
N 1.926950 -1.329980 -0.407904 -0.439 -1.441 0.545 0.064
N 0.596842 -1.487107 0.288823 0.224 1.587 -0.669 0.126
C 0.073262 -0.311063 0.293035 -1.721 -0.131 1.182 -0.423
C -1.337887 0.098854 0.779242 0.534 -1.587 -0.058 -0.521
S -2.424190 0.430980 -0.653649 -0.612 -2.260 -0.367 0.655
H 2.952772 0.181922 -1.261953 0.920 0.489 -0.278 0.099
H -1.784489 -0.581951 1.528974 0.302 -0.149 -0.845 0.086
H -1.314811 1.014342 1.330240 0.374 0.906 -0.016 0.035
H -2.812287 -0.945733 -1.014234 0.850 2.304 0.768 -0.059

# 12
12
Properties=species:S:1:pos:R:3:forces:R:3:lowdin_charge:R:1 method="wB97M-V/def2-TZVPD" smiles="[H]/N=C/c1[nH]cnc1[S-]" total_charge=-1 multiplicity=1 molar_mass_da=126.16 energy_ha=-717.31349 orbital_gap_ev=6.42
H 1.740590 -2.307158 0.134759 -0.649 -0.813 -0.181 -0.009
N 1.286593 -1.418039 0.070648 -0.187 2.409 0.314 0.014
C -0.001896 -1.331534 0.030630 -0.004 0.419 -0.591 -0.224
C -0.829888 -0.124074 -0.025733 2.166 -0.582 0.652 -0.309
N -0.247421 1.135395 0.055127 0.085 1.387 -0.805 0.045
C -1.269045 2.029663 0.006450 0.518 0.635 0.421 -0.224
N -2.465276 1.441631 0.058170 1.346 3.006 -0.085 0.021
C -2.201903 0.128038 0.042620 0.163 -1.991 -0.528 -0.966
S -3.420489 -1.010247 -0.034453 -1.155 -1.294 0.132 0.334
H -0.587261 -2.205021 -0.088373 -0.903 -1.062 0.210 0.067
H 0.673407 1.429365 -0.266708 -0.275 -0.694 0.370 0.133
H -0.951988 3.120401 -0.039080 -1.105 -1.419 0.089 0.118